Record 1
Computed, not measured: the ion C2H8N4O with charge +2 at a distorted geometry, with the ωB97M-V functional and the def2-TZVPD basis.

Last column: Mulliken charge in e.
CARTESIAN COORDINATES (ANGSTROEM)
N1 0.958 2.017 -0.624  -0.26
C1 1.061 0.621 -0.340  -0.04
N2 0.420 -0.199 -1.524  -0.21
N3 -0.294 -1.052 -1.100  -0.08
C2 -0.295 -1.053 0.344  -0.04
N4 -1.568 -1.471 0.940  -0.26
O1 0.316 0.162 0.686  -0.35
H1 0.004 2.373 -0.333  0.42
H2 1.086 2.370 -1.562  0.38
H3 1.762 2.604 -0.157  0.44
H4 2.077 0.134 -0.314  0.42
H5 0.378 -1.865 0.640  0.40
H6 -2.196 -0.699 1.167  0.37
H7 -1.723 -1.856 1.925  0.41
H8 -1.987 -2.086 0.254  0.40

gap between HOMO and LUMO: 10.74 eV
maximum force: 0.104 hartree/bohr
SMILES: [NH3+][C@@H]1N=N[C@H]([NH3+])O1
HOMO level: -19.141 eV
energy: -374.5096 Eh
molecular weight: 104.1 g/mol
energy relative to the best compared isomer or geometry (same formula, charge and spin): 43.1 kcal per mole
charge: +2



Record 2
Computed, not measured: an isolated molecule of C11H14 at a distorted geometry, with the ωB97M-V functional and the def2-TZVPD basis.

Last column: Mulliken charge in e.
CARTESIAN COORDINATES (ANGSTROEM)
C1 -0.644 0.933 2.424  -1.00
C2 -0.281 0.058 1.508  0.33
C3 -0.775 -1.314 1.244  -0.30
C4 -1.857 -1.757 0.261  -0.68
C5 -0.612 -1.298 -0.326  0.62
C6 0.738 -0.837 -0.657  0.27
C7 1.872 -1.261 -1.442  -1.42
C8 0.577 0.424 0.332  0.64
C9 1.593 1.628 0.465  -1.16
C10 -0.436 0.119 -0.853  0.06
C11 -1.283 1.098 -1.712  -1.31
H1 -0.124 1.885 2.328  0.19
H2 -1.434 0.648 3.198  0.29
H3 -0.448 -2.197 1.871  0.26
H4 -2.106 -2.823 0.207  0.26
H5 -2.859 -1.216 0.175  0.16
H6 1.589 -1.448 -2.545  0.28
H7 2.345 -2.229 -1.035  0.29
H8 2.648 -0.406 -1.378  0.30
H9 2.651 1.209 0.503  0.26
H10 1.549 2.436 1.329  0.34
H11 1.615 2.258 -0.450  0.32
H12 -2.296 0.974 -1.377  0.33
H13 -1.070 1.055 -2.750  0.32
H14 -0.949 2.061 -1.321  0.35

gap between HOMO and LUMO: 8.60 eV
maximum force: 0.063 hartree/bohr
SMILES: C=C1[C@H]2C[C@]23[C@]2(C)[C@@]1(C)[C@]32C
HOMO level: -7.724 eV
energy: -427.2925 Eh
molecular weight: 146.2 g/mol
energy relative to the best compared isomer or geometry (same formula, charge and spin): 118.8 kcal per mole
charge: 0



Record 3
Computed, not measured: a structure of composition C40H28CsF5IN10O3S, with the ωB97M-V functional and the def2-TZVPD basis.

Last column: Mulliken charge in e.
CARTESIAN COORDINATES (ANGSTROEM)
Cs1 1.429 -0.129 -0.745  1.16
C1 2.191 -4.676 -2.025  -1.08
C2 0.784 -5.003 -1.626  0.81
N1 0.366 -6.233 -1.744  -0.74
C3 -0.907 -6.528 -1.379  -0.81
C4 -1.779 -5.606 -0.865  0.58
C5 -3.162 -6.072 -0.501  -0.93
O1 -4.186 -5.479 -1.305  -0.53
C6 -1.361 -4.256 -0.714  0.50
C7 -2.258 -3.301 -0.106  -0.47
N2 -2.018 -2.060 0.126  -0.28
C8 -2.970 -1.344 0.847  0.07
C9 -3.614 -1.855 1.981  0.12
C10 -4.515 -1.094 2.707  -0.73
C11 -4.800 0.210 2.326  -0.62
C12 -4.160 0.750 1.218  -0.33
C13 -3.256 -0.017 0.502  -0.45
I1 -2.219 0.869 -1.074  0.09
C14 -0.038 -3.904 -1.130  -0.11
O2 0.431 -2.739 -1.075  -0.82
H1 2.702 -5.585 -2.335  0.36
H2 2.728 -4.210 -1.196  0.23
H3 2.200 -3.950 -2.842  0.24
H4 -1.211 -7.562 -1.503  0.30
H5 -3.414 -5.825 0.533  0.35
H6 -3.199 -7.161 -0.594  0.32
H7 -3.809 -5.341 -2.181  0.38
H8 -3.238 -3.705 0.169  0.77
H9 -3.366 -2.858 2.306  0.53
H10 -4.988 -1.520 3.583  0.36
H11 -5.501 0.812 2.891  0.43
H12 -4.355 1.771 0.916  0.38
C15 -2.014 1.506 4.433  -1.13
N3 -1.094 0.611 3.773  1.49
C16 -0.608 0.686 2.530  -0.49
N4 0.223 -0.310 2.304  -0.07
C17 0.208 -0.982 3.482  -0.56
N5 -0.564 -0.458 4.409  -1.01
C18 -1.363 2.715 5.069  0.57
C19 -2.134 3.517 5.905  -0.95
C20 -1.610 4.678 6.452  -0.71
C21 -0.305 5.050 6.173  -1.02
C22 0.470 4.243 5.349  -0.45
C23 -0.054 3.077 4.795  0.64
C24 1.840 4.643 5.032  0.53
N6 2.387 5.807 5.123  -0.44
N7 3.692 5.661 4.673  -0.42
C25 3.826 4.420 4.346  0.46
O3 2.694 3.711 4.553  -0.16
C26 4.994 3.739 3.794  -0.07
C27 6.118 4.481 3.448  -0.77
C28 7.210 3.846 2.882  -0.89
C29 7.185 2.475 2.668  -0.57
C30 6.067 1.728 3.020  0.91
C31 6.035 0.244 2.764  -1.32
N8 5.708 -0.066 1.378  1.06
C32 4.729 0.440 0.620  0.25
N9 4.699 -0.182 -0.547  -0.52
C33 5.712 -1.079 -0.436  -0.27
N10 6.352 -1.050 0.713  -1.15
C34 4.969 2.364 3.580  0.20
H13 -2.544 0.917 5.181  0.50
H14 -2.744 1.832 3.689  0.21
H15 -0.858 1.483 1.847  0.49
H16 0.777 -1.881 3.658  0.48
H17 -3.158 3.234 6.121  0.47
H18 -2.222 5.296 7.095  0.39
H19 0.122 5.956 6.582  0.52
H20 0.557 2.494 4.115  0.44
H21 6.114 5.551 3.610  0.55
H22 8.079 4.423 2.595  0.40
H23 8.037 1.980 2.215  0.47
H24 5.303 -0.237 3.415  0.32
H25 7.005 -0.213 2.947  0.50
H26 4.066 1.233 0.952  -0.02
H27 5.984 -1.769 -1.218  0.47
H28 4.075 1.802 3.819  0.40
F1 3.924 8.143 1.821  -0.35
C35 3.464 6.886 1.745  0.84
C36 4.217 5.897 1.143  0.06
F2 5.423 6.200 0.635  -0.41
C37 3.738 4.602 1.076  0.08
F3 4.529 3.693 0.479  -0.40
C38 2.501 4.214 1.598  -0.26
S1 1.934 2.572 1.604  0.14
C39 1.770 5.253 2.187  0.26
F4 0.566 4.999 2.726  -0.52
C40 2.227 6.554 2.267  0.12
F5 1.481 7.501 2.850  -0.39

gap between HOMO and LUMO: 6.73 eV
maximum force: 0.007 hartree/bohr
HOMO level: -4.853 eV
energy: -3529.8542 Eh
molecular weight: 1083.6 g/mol
charge: -1



Record 4
Computed, not measured: a structure of composition C21H28N4OP2Ru at a distorted geometry, with the ωB97M-V functional and the def2-TZVPD basis.

Last column: Löwdin spin population.
CARTESIAN COORDINATES (ANGSTROEM)
Ru1 -0.125 -0.419 -0.337  2.48
C1 2.257 -2.500 -1.603  0.01
P1 2.174 -0.958 -0.666  0.05
C2 3.132 0.250 -1.581  0.02
C3 2.832 -1.168 0.975  0.02
C4 4.191 -1.012 1.240  0.00
C5 4.673 -1.270 2.518  0.00
C6 3.806 -1.669 3.527  0.01
C7 2.446 -1.815 3.271  0.00
C8 1.955 -1.559 1.994  0.01
P2 0.220 -1.763 1.604  0.05
C9 -0.774 -1.091 2.950  0.00
C10 -0.172 -3.525 1.516  0.03
H1 3.311 -2.783 -1.681  0.00
H2 1.871 -2.356 -2.614  0.00
H3 1.722 -3.310 -1.111  0.00
H4 4.122 -0.179 -1.755  0.00
H5 3.226 1.184 -1.028  0.00
H6 2.670 0.439 -2.550  0.00
H7 4.883 -0.701 0.466  0.00
H8 5.729 -1.159 2.725  0.00
H9 4.188 -1.862 4.522  0.00
H10 1.789 -2.119 4.078  0.00
H11 -0.561 -1.657 3.860  0.00
H12 -1.836 -1.200 2.729  0.00
H13 -0.537 -0.043 3.134  0.00
H14 0.119 -3.940 2.485  0.01
H15 0.400 -4.028 0.739  0.00
H16 -1.239 -3.696 1.369  0.00
N1 -6.107 -1.664 -1.615  0.40
C11 -4.855 -1.394 -1.295  0.07
C12 -4.530 -0.222 -0.543  0.19
C13 -3.212 0.013 -0.227  -0.02
N2 -2.205 -0.818 -0.594  0.25
C14 -2.513 -1.939 -1.317  -0.02
C15 -3.791 -2.268 -1.690  0.17
H17 -6.880 -1.054 -1.344  0.01
H18 -6.364 -2.492 -2.154  0.01
H19 -5.297 0.475 -0.225  0.01
H20 -2.940 0.896 0.335  0.00
H21 -1.698 -2.588 -1.602  0.00
H22 -3.983 -3.166 -2.267  0.01
N3 0.213 6.747 -0.870  0.00
C16 -0.570 5.786 -1.388  0.00
O1 -1.616 5.933 -1.975  0.02
C17 -0.200 4.336 -1.181  0.02
C18 -0.273 3.505 -2.304  0.01
C19 -0.196 2.148 -2.156  0.02
N4 -0.069 1.582 -0.929  0.11
C20 0.038 2.385 0.165  0.04
C21 -0.013 3.756 0.077  0.00
H23 -0.056 7.713 -1.005  0.00
H24 1.123 6.566 -0.479  0.00
H25 -0.431 3.931 -3.287  0.00
H26 -0.266 1.484 -3.007  0.00
H27 0.167 1.900 1.129  0.01
H28 0.053 4.358 0.974  0.00

spin multiplicity: 5
gap between HOMO and LUMO (spin up / spin down): 6.55 / 3.20 eV
maximum force: 0.025 hartree/bohr
HOMO level (spin up / spin down): -19.346 / -19.266 eV
energy: -1887.3595 Eh
molecular weight: 515.5 g/mol
charge: +4



Record 5
Computed, not measured: a cluster of 2 separate species, C7H8OP2 in total at a distorted geometry, with the ωB97M-V functional and the def2-TZVPD basis.

Last column: Mulliken charge in e.
CARTESIAN COORDINATES (ANGSTROEM)
C1 -0.712 1.553 -2.010  -0.29
C2 0.634 1.545 -2.278  -0.40
C3 -1.280 0.880 -0.933  -0.57
C4 1.510 0.860 -1.411  -0.52
C5 -0.419 0.157 -0.100  -0.12
C6 0.957 0.227 -0.368  0.95
C7 0.156 -1.346 1.518  -0.14
O1 -0.859 -0.617 0.898  -0.21
P1 1.683 -0.499 1.160  -0.17
P2 -0.462 -1.668 3.256  -0.12
H1 -1.478 2.072 -2.766  0.21
H2 1.086 2.064 -3.137  0.35
H3 -2.281 1.101 -0.532  0.33
H4 2.560 0.643 -1.685  0.31
H5 0.151 -2.909 0.851  0.23
H6 2.474 -1.516 0.722  0.03
H7 0.577 -0.917 3.918  0.05
H8 0.222 -2.952 3.651  0.07

gap between HOMO and LUMO: 8.49 eV
maximum force: 0.090 hartree/bohr
HOMO level: -8.191 eV
energy: -1029.3291 Eh
molecular weight: 170.1 g/mol
energy relative to the best compared isomer or geometry (same formula, charge and spin): 36.7 kcal per mole
charge: 0



Record 6
Computed, not measured: a structure of composition CH3I2N2 at a distorted geometry, with the ωB97M-V functional and the def2-TZVPD basis.

Last column: Mulliken charge in e.
CARTESIAN COORDINATES (ANGSTROEM)
C1 -0.171 0.016 -0.047  0.27
N1 0.455 -1.043 0.100  -0.42
N2 0.020 1.240 -0.019  -0.27
I1 -2.892 -0.700 0.039  0.20
I2 2.512 -0.901 0.094  0.27
H1 0.022 -2.052 0.065  0.37
H2 0.887 1.799 0.165  0.26
H3 -0.833 1.641 -0.397  0.31

gap between HOMO and LUMO (spin up / spin down): 6.84 / 6.83 eV
maximum force: 0.118 hartree/bohr
HOMO level (spin up / spin down): -14.068 / -14.047 eV
energy: -744.4422 Eh
molecular weight: 296.9 g/mol
energy relative to the best compared isomer or geometry (same formula, charge and spin): 51.4 kcal per mole
charge: +1